9
Properties=species:S:1:pos:R:3:forces:R:3:nbo_charge:R:1 method="wB97M-V/def2-TZVPD" de_lowest_ev=4.7868 gap_ev=9.2490 lumo_energy_ha=-0.001 e_homo_ev=-9.281
O 1.565 -0.062 -0.064 -0.20 0.09 -0.01 -0.656
C 0.747 0.909 -0.384 -0.11 0.10 -0.08 0.613
C 0.922 2.123 -1.071 -0.03 -0.08 0.15 -0.110
O -0.488 0.945 -0.275 0.27 0.05 -0.04 -0.556
C -1.603 -2.022 0.635 0.99 0.02 0.02 0.163
N -0.453 -1.967 0.645 -1.13 -0.11 0.01 -0.382
H 1.029 -0.823 0.255 0.03 0.05 -0.01 0.525
H 0.954 2.963 -0.364 0.02 -0.13 -0.04 0.159
H -2.673 -2.066 0.623 0.16 0.01 0.00 0.244



9
Properties=species:S:1:pos:R:3:forces:R:3:nbo_charge:R:1 method="wB97M-V/def2-TZVPD" de_lowest_ev=1.8727 gap_ev=10.5375 lumo_energy_ha=0.011 e_homo_ev=-10.235
O -1.736 2.580 0.650 -0.06 -1.30 -0.26 -0.496
C -1.796 1.469 0.428 -0.04 1.39 0.27 0.498
C -0.419 -1.208 -0.370 0.15 -0.01 -0.12 0.022
N 0.642 -0.716 -0.859 -0.35 -0.03 0.17 -0.475
C 1.478 0.026 -0.013 0.00 0.31 0.32 0.522
O 1.102 0.920 0.710 0.17 -0.43 -0.35 -0.546
H -0.670 -1.160 0.695 0.11 0.01 -0.15 0.170
H -1.123 -1.705 -1.038 0.09 0.03 0.10 0.181
H 2.542 -0.240 -0.124 -0.08 0.02 0.04 0.123



9
Properties=species:S:1:pos:R:3:forces:R:3:nbo_charge:R:1 method="wB97M-V/def2-TZVPD" de_lowest_ev=4.5615 gap_ev=9.3749 lumo_energy_ha=-0.011 e_homo_ev=-9.681
O -1.560 1.752 0.105 0.31 -0.36 0.07 -0.579
C -0.771 0.853 0.222 -0.14 0.15 -0.07 0.872
N -0.390 -0.034 -0.768 -0.07 0.08 0.02 -0.610
C 0.613 -0.906 -0.413 0.07 0.00 0.27 -0.168
C 1.033 -0.921 0.861 -0.15 -0.17 -0.52 -0.034
O -0.156 0.510 1.388 0.07 -0.01 -0.10 -0.612
H -0.777 0.052 -1.695 0.08 -0.01 0.14 0.429
H 1.055 -1.554 -1.163 -0.03 0.08 0.13 0.253
H 0.953 0.248 1.463 -0.15 0.24 0.08 0.449



9
Properties=species:S:1:pos:R:3:forces:R:3:nbo_charge:R:1 method="wB97M-V/def2-TZVPD" smiles="O=C=O.CC#N" de_lowest_ev=0.0061 gap_ev=12.5767 lumo_energy_ha=0.022 e_homo_ev=-11.984
C -0.716 0.457 -0.383 0.21 0.33 -0.17 0.296
C 2.635 0.199 -0.189 0.05 0.11 0.03 1.031
C -1.629 -0.386 0.332 -0.45 -0.54 0.34 -0.725
N 0.004 1.151 -0.939 0.26 0.21 -0.28 -0.341
O 2.706 1.178 0.397 0.17 1.44 0.90 -0.508
O 2.590 -0.794 -0.757 -0.13 -1.52 -0.89 -0.524
H -2.203 -0.986 -0.375 0.01 -0.02 0.09 0.257
H -2.313 0.228 0.914 -0.01 -0.05 0.04 0.258
H -1.073 -1.047 1.000 -0.12 0.04 -0.05 0.257



9
Properties=species:S:1:pos:R:3:forces:R:3:nbo_charge:R:1 method="wB97M-V/def2-TZVPD" de_lowest_ev=4.1805 gap_ev=10.4079 lumo_energy_ha=-0.018 e_homo_ev=-10.894
O -0.061 0.812 -1.441 -2.82 -1.20 0.18 -0.647
C -0.103 0.222 -0.192 -1.40 -1.59 2.10 -0.083
C 0.725 -1.035 0.015 0.45 -0.31 -0.06 0.411
O 1.355 -1.567 -0.854 -0.35 0.38 0.48 -0.451
C -0.113 1.134 0.952 0.30 0.56 1.21 0.228
N -0.156 1.790 1.901 0.06 -0.51 -0.89 -0.253
H -1.001 0.354 -1.267 1.45 2.58 -4.36 0.501
H -1.243 -0.273 -0.150 2.09 0.26 1.32 0.170
H 0.597 -1.438 1.036 0.22 -0.18 0.02 0.124



9
Properties=species:S:1:pos:R:3:forces:R:3:nbo_charge:R:1 method="wB97M-V/def2-TZVPD" de_lowest_ev=4.6662 gap_ev="8.1913 / 8.1902" lumo_energy_ha="-0.038 / -0.038" e_homo_ev="-9.220 / -9.220"
O -0.576 -0.263 -2.137 -1.22 0.19 0.03 -0.631
C -0.606 0.059 -0.960 -0.26 0.12 -0.61 0.571
N -1.126 1.173 -0.373 -0.09 -0.22 -0.30 -0.269
O -0.556 1.196 0.920 0.39 -0.33 0.23 -0.197
C 0.310 0.287 1.134 -0.06 0.13 -0.32 0.356
C 0.398 -0.607 0.001 0.14 -0.06 -0.34 -0.695
H 1.030 -0.452 -0.899 1.44 0.11 1.52 0.368
H 0.723 0.254 2.140 -0.04 -0.05 -0.23 0.211
H 0.445 -1.676 0.210 -0.29 0.11 0.03 0.285



Listing DFT total energy for the structures above in their given order: -321.2017; -321.3088; -321.2100; -321.3774; -321.2240; -321.2062 a.u..